[1]
One molecule with the formula C12H8N2S at a distorted geometry. Source: the Open Molecules 2025 dataset; level of theory: wB97M-V/def2-TZVPD.

## Properties
Spin multiplicity: 1
SMILES: [H]/N=C\SC1=Cc2ccccc2C1=C=C=N
HOMO-LUMO gap in eV: 7.37
Total charge: 0

Cartesian coordinates (Å):
H  5.19  -1.58  -0.38
H  -4.08  1.54  -0.21
H  3.31  3.75  -0.23
C  -0.15  -1.82  0.55
H  -4.68  -0.64  0.03
H  -1.78  2.24  -0.27
C  0.40  0.43  0.35
C  3.30  -1.14  -0.86
H  -2.92  -2.46  0.38
C  1.08  1.54  0.22
C  -1.99  1.29  -0.10
C  -2.74  -1.46  0.32
N  4.49  -1.41  -1.05
H  2.52  -0.69  -1.44
C  -1.10  0.29  0.23
C  -3.69  -0.45  0.05
S  2.61  -1.28  0.81
C  0.89  -0.92  0.57
C  2.04  2.36  0.02
H  -0.29  -2.92  0.61
C  -3.35  0.86  -0.04
N  2.37  3.53  -0.01
C  -1.45  -1.04  0.42

***

[2]
C12H9AsIN2O6PdS as an isolated structure at a distorted geometry. Source: the Open Molecules 2025 dataset; level of theory: wB97M-V/def2-TZVPD.

## Properties
Spin multiplicity: 1
HOMO-LUMO gap (alpha / beta) in eV: 5.71 / 5.79
ΔE to the lowest compared entry with this formula, charge and spin in kcal per mole: 162.0
Total charge: -1

Cartesian coordinates (Å):
C  2.14  1.38  1.41
H  2.23  -1.55  2.78
H  -2.42  -2.49  -2.78
C  -0.86  -3.09  3.06
S  -1.53  -0.48  2.37
C  -0.91  -4.06  0.40
I  1.08  2.19  -0.31
O  -1.00  -0.49  -1.29
C  -0.80  -4.45  2.83
C  0.04  -2.22  0.79
H  -1.21  -4.52  -0.55
H  3.29  -0.23  4.60
C  -1.49  -2.67  0.67
N  0.41  -3.39  0.30
C  3.16  1.62  3.52
As  -2.18  -1.50  -0.72
O  -2.05  -2.86  -1.98
C  2.65  2.22  2.37
H  -0.78  -2.64  4.04
C  2.99  0.25  3.68
H  -0.79  -6.02  1.36
C  2.41  -0.49  2.67
O  -2.49  -0.60  3.43
H  3.66  2.22  4.27
O  -3.73  -1.14  -0.89
O  -2.03  0.06  1.11
Pd  0.40  -0.32  0.30
H  2.65  3.29  2.23
N  2.05  0.05  1.50
C  -1.05  -2.19  1.97
O  -0.28  0.18  2.78
C  -0.89  -4.96  1.55
H  -0.70  -5.13  3.67

***

[3]
C12H9Br13FN2O4 as an isolated structure at a distorted geometry. Source: the Open Molecules 2025 dataset; level of theory: wB97M-V/def2-TZVPD.

## Properties
Spin multiplicity: 1
HOMO-LUMO gap in eV: 6.41
Total charge: +1

Cartesian coordinates (Å):
C  -0.77  1.90  1.81
C  -1.14  2.47  4.45
C  -0.33  4.86  4.05
Br  5.04  -5.01  -5.36
Br  -1.76  1.18  -3.79
C  -2.80  2.25  0.07
H  -1.42  0.04  2.28
Br  4.44  -8.09  -4.81
H  -1.52  1.69  -1.41
C  -2.97  -0.28  -3.44
N  -1.22  0.96  2.65
C  -0.67  3.46  3.60
H  -1.11  -4.97  -3.33
H  2.92  0.37  0.46
Br  0.93  -3.88  -4.20
C  4.06  -6.28  -4.29
Br  4.04  2.48  -0.15
C  -0.57  1.57  0.34
Br  0.32  -6.96  -3.64
O  -3.35  3.21  0.44
H  -3.22  -0.72  -4.40
H  -1.79  0.43  4.58
Br  0.22  -4.85  -1.25
Br  -4.60  0.32  -2.63
C  -0.06  -5.14  -3.14
H  -0.13  3.90  1.55
N  -1.50  2.19  -0.51
Br  4.35  -6.00  -2.41
C  3.88  0.78  0.74
O  0.34  0.89  -0.02
C  -0.48  3.16  2.26
Br  5.23  -0.46  0.17
O  -1.38  5.74  4.09
Br  -2.44  5.46  5.56
Br  3.86  0.99  2.66
C  -1.41  1.22  3.95
H  3.01  -6.11  -4.48
H  -1.31  2.68  5.49
Br  -2.12  -1.65  -2.39
O  0.79  5.19  4.21
F  -3.34  1.05  0.23

***

[4]
One molecule with the formula C12H9Br2N at a distorted geometry. Source: the Open Molecules 2025 dataset; level of theory: wB97M-V/def2-TZVPD.

## Properties
Spin multiplicity: 1
SMILES: Brc1cc(Br)c2nc3c(cc2c1)CCC3
HOMO-LUMO gap in eV: 8.19
Total charge: 0

Cartesian coordinates (Å):
C  -0.06  2.71  0.87
H  -0.84  -3.08  -1.15
H  -2.70  2.43  3.00
Br  -1.03  4.93  2.40
C  0.94  -0.43  -0.90
C  -1.04  0.46  0.83
C  0.92  0.93  -0.50
H  2.82  -1.37  -1.25
Br  -3.35  -0.30  2.51
H  0.38  -3.26  0.06
H  0.68  3.45  0.57
C  -1.97  0.87  1.80
N  -1.04  -0.82  0.42
C  1.19  -2.61  -1.88
C  -0.07  -1.26  -0.40
H  1.65  1.60  -0.90
H  0.68  -2.72  -2.84
C  -0.03  1.40  0.36
C  -1.95  2.17  2.29
H  1.87  -3.47  -1.86
C  -1.02  3.10  1.82
C  0.08  -2.69  -0.79
C  1.87  -1.26  -1.75
H  2.04  -0.77  -2.71

***

[5]
An isolated ion of composition C12H9BrF3N4O6 and charge +1 at a distorted geometry. Source: the Open Molecules 2025 dataset; level of theory: wB97M-V/def2-TZVPD.

## Properties
Spin multiplicity: 1
SMILES: NCCc1[nH+]c(Br)c(N(C(=O)F)C(=O)F)c(C(=O)O)c1C(=O)NC(=O)F
HOMO-LUMO gap in eV: 6.79
ΔE to the lowest compared entry with this formula, charge and spin in kcal per mole: 164.3
Total charge: +1

Cartesian coordinates (Å):
H  -3.38  0.19  1.47
N  1.42  -2.36  1.84
C  1.36  0.04  -0.76
H  -2.83  0.55  4.41
F  -0.93  -2.96  1.24
O  2.13  -0.19  2.70
H  -1.36  1.48  2.93
C  -2.88  -0.12  2.45
N  1.12  0.86  -3.22
F  0.84  3.43  -3.20
H  2.36  -2.79  1.69
C  -0.69  0.51  0.98
C  1.50  -0.88  1.85
F  0.16  -1.25  -4.11
N  -1.43  1.18  -0.10
H  3.88  -1.42  0.25
C  2.82  -0.56  -1.11
H  -3.77  1.50  3.44
O  3.33  -1.77  -0.51
C  -0.90  1.30  -1.46
C  0.32  0.18  -4.26
C  1.50  2.24  -3.61
O  3.62  0.03  -1.90
H  -0.73  -0.23  3.18
C  -1.35  0.42  2.45
H  -2.37  1.58  0.09
C  0.72  -0.11  0.68
H  -2.85  -1.25  2.63
O  -0.19  0.70  -5.27
O  2.52  2.37  -4.32
Br  -2.08  2.19  -2.78
N  -3.55  0.50  3.66
O  0.74  -3.26  -0.30
C  0.51  0.77  -1.88
C  0.45  -2.86  0.85

***

[6]
C12H9Cl3FN2O2 as an isolated structure at a distorted geometry. Source: the Open Molecules 2025 dataset; level of theory: wB97M-V/def2-TZVPD.

## Properties
Spin multiplicity: 1
HOMO-LUMO gap in eV: 5.89
Total charge: +1

Cartesian coordinates (Å):
C  -1.20  -1.58  -1.61
C  -3.54  -1.20  -3.18
H  -4.54  -1.70  -3.57
C  0.78  0.41  -1.44
C  -0.47  -0.17  1.82
Cl  3.98  -2.45  3.18
H  -0.63  2.90  4.16
C  -2.62  -2.16  -2.17
C  -0.25  2.22  3.25
Cl  5.97  -1.54  1.26
C  -1.64  0.94  -3.01
O  1.37  -0.18  -0.22
C  -0.72  -0.04  -2.05
C  0.76  0.52  0.93
C  -3.09  0.35  -3.58
O  1.44  1.32  -2.17
H  -3.80  0.97  -4.28
H  -1.90  0.39  3.81
H  4.71  -0.24  2.78
N  1.25  1.88  1.36
N  0.84  2.71  2.36
Cl  3.20  -0.66  1.02
C  4.50  -1.11  2.14
H  -0.51  -2.23  -0.89
C  -1.04  0.75  3.10
F  2.29  2.37  0.59
H  -2.93  -3.26  -1.89
H  -0.91  -1.24  1.61
H  -1.30  2.03  -3.31

***

[7]
C12H9Cl5FeNO9Se as an isolated structure. Source: the Open Molecules 2025 dataset; level of theory: wB97M-V/def2-TZVPD.

## Properties
Spin multiplicity: 2
HOMO-LUMO gap (alpha / beta) in eV: 7.58 / 7.57
ΔE to the lowest compared entry with this formula, charge and spin in kcal per mole: 43.9
Total charge: -2

Cartesian coordinates (Å):
C  -2.83  -0.55  0.63
C  -0.85  -1.41  -2.21
O  3.07  -2.75  0.70
C  2.58  1.61  0.21
Cl  -0.80  3.67  0.81
C  -1.84  -1.88  -1.12
C  3.06  3.97  0.10
Se  1.88  -2.76  -0.39
O  2.37  -2.65  -1.93
H  -3.75  -1.10  0.44
C  3.50  2.66  0.11
C  1.18  1.79  0.26
O  -0.45  -0.05  -2.05
H  0.07  -1.98  -2.16
O  0.92  -1.37  -0.13
N  -1.63  -1.29  0.22
C  -2.84  0.79  -0.08
H  -2.85  -1.60  -1.43
Cl  4.19  5.28  -0.03
C  1.71  4.21  0.27
H  -1.79  -2.97  -1.07
H  -1.22  0.55  -2.05
H  -1.28  -1.56  -3.20
Fe  -0.10  0.13  0.15
C  -0.72  -1.20  2.43
C  0.81  3.15  0.37
C  -1.20  -2.15  1.32
Cl  5.21  2.36  0.02
H  -2.01  -2.78  1.71
O  -0.20  -0.08  1.99
O  -0.88  -1.45  3.61
O  -3.86  1.34  -0.47
H  -2.77  -0.35  1.70
Cl  1.19  5.87  0.36
Cl  3.31  0.06  0.35
O  -1.65  1.24  -0.24
O  0.83  -3.99  -0.20
H  -0.38  -2.79  0.99